# C15H25NO6

A 2-piece molecular cluster, C15H25NO6 overall at a distorted geometry (ωB97M-V/def2-TZVPD, the Open Molecules 2025 dataset).

Summary:
energy above the lowest of the compared OMol25 structures with the same formula, charge and spin	581.4	kJ/mol
highest occupied orbital energy (spin up / spin down)	-8.726 / -8.726	eV
DFT total energy	-29725.6098	eV
net charge	0
SMILES	C=C1CC[C@@H](O[N+](=O)[O-])[C@](C)(O)CC[C@@H]2[C@H]1CC2(C)C.O=O
2S+1	1
frontier orbital gap (spin up / spin down)	6.91 / 6.87	eV

Geometry (Å):
C1 -4.415711 0.282258 0.262067
C2 -2.966294 0.453427 0.682294
C3 -2.407061 1.773797 0.117085
C4 -1.647019 1.025540 -0.990379
C5 -1.984290 -0.330734 -0.243184
C6 -0.799239 -0.984650 0.417214
C7 0.009661 -1.913481 -0.494124
C8 1.557598 -1.840211 -0.295195
C9 2.234175 -0.428510 -0.484404
C10 1.962926 0.219676 -1.863501
C11 0.535000 0.570810 -2.261999
C12 -0.211263 1.366437 -1.209828
C13 0.425077 2.355499 -0.547795
O1 1.980516 0.426179 0.612307
O2 4.673836 0.423626 2.367879
O3 5.123742 -0.207034 1.389849
N1 3.027812 1.735294 0.853285
O4 3.900824 1.910024 0.058683
O5 2.554728 2.304420 1.790671
C14 1.915242 -2.375886 1.094466
O6 2.068047 -2.708313 -1.321566
C15 -2.761884 0.236391 2.172125
H1 -4.759731 -0.730013 0.494734
H2 -5.047142 0.980212 0.828696
H3 -4.551257 0.465802 -0.810364
H4 -3.148798 2.473946 -0.274986
H5 -1.760351 2.267185 0.842452
H6 -2.216129 1.019661 -1.938898
H7 -2.539400 -1.000540 -0.917899
H8 -0.135942 -0.227964 0.892209
H9 -1.190515 -1.595370 1.255370
H10 -0.278608 -2.940850 -0.200521
H11 -0.279170 -1.769706 -1.547901
H12 3.305910 -0.656642 -0.495395
H13 2.616005 1.096809 -1.928623
H14 2.347653 -0.495766 -2.605273
H15 0.631053 1.205536 -3.159233
H16 -0.014878 -0.316153 -2.611790
H17 1.492384 2.511155 -0.692707
H18 -0.078094 3.070473 0.105267
H19 1.555343 -1.679341 1.861143
H20 1.431238 -3.352180 1.244495
H21 2.997831 -2.483570 1.221671
H22 3.037805 -2.676234 -1.309461
H23 -1.722998 0.422122 2.483419
H24 -3.424482 0.910716 2.727632
H25 -3.044132 -0.793844 2.430031

Atoms 1-2, force components in eV/Å:
-0.13 -0.22 0.38
0.32 0.16 -0.28

Results of the natural (NBO) charge analysis, in e, for atoms 1 through 6: C -0.6017; C -0.0306; C -0.3977; C -0.2558; C -0.1831; C -0.4420

---

# C15H25OSi

A 2-piece molecular cluster, C15H25OSi overall at a distorted geometry (ωB97M-V/def2-TZVPD, the Open Molecules 2025 dataset).

Summary:
energy above the lowest of the compared OMol25 structures with the same formula, charge and spin	0.0	kJ/mol
highest occupied orbital energy	-11.369	eV
DFT total energy	-25878.7775	eV
net charge	+1
2S+1	1
frontier orbital gap	6.00	eV

Geometry (Å):
C1 1.898906 0.357016 2.635340
O1 0.486475 0.630471 2.634360
C2 -0.328401 -0.391210 2.634030
C3 -1.723665 -0.144553 2.650574
C4 -2.635990 -1.231836 2.654699
C5 -4.000923 -0.986403 2.652024
C6 -4.491004 0.329596 2.649638
C7 -5.965936 0.580228 2.649779
C8 -3.587918 1.404509 2.648668
C9 -2.224903 1.191236 2.650660
H1 2.379694 1.336840 2.635129
H2 2.180618 -0.217224 3.530771
H3 2.176838 -0.216838 1.737150
H4 0.120922 -1.394202 2.660072
H5 -2.215431 -2.238301 2.657196
H6 -4.718989 -1.812259 2.652230
H7 -6.160848 1.654685 2.649792
H8 -6.447704 0.140641 1.769226
H9 -6.447631 0.140819 3.530526
H10 -3.980952 2.422228 2.645916
H11 -1.520816 2.018247 2.649275
C10 3.464967 0.122022 -4.793040
Si1 2.733302 0.118585 -3.064304
C11 4.089916 0.385534 -1.798522
C12 1.452294 1.477881 -2.917626
C13 1.901164 -1.566573 -2.735235
C14 1.288343 -1.622641 -1.368717
C15 0.015459 -1.251280 -1.116898
H12 2.690828 -0.035077 -5.555648
H13 3.946134 1.088298 -4.997574
H14 4.224484 -0.662119 -4.910407
H15 3.688935 0.378483 -0.776386
H16 4.859498 -0.394926 -1.868210
H17 4.578686 1.355547 -1.963444
H18 1.004560 1.504840 -1.915969
H19 1.918851 2.453525 -3.111794
H20 0.643449 1.342764 -3.647796
H21 1.145540 -1.685487 -3.528718
H22 2.695556 -2.319966 -2.863275
H23 1.941420 -2.010323 -0.576789
H24 -0.447518 -1.340563 -0.131692
H25 -0.628210 -0.912226 -1.935013

Atoms 1-2, force components in eV/Å:
0.93 -0.29 -0.07
-1.10 -1.41 -0.04

Results of the natural (NBO) charge analysis, in e, for atoms 1 through 6: C -0.2743; O -0.4055; C 0.4454; C -0.1656; C -0.0882; C -0.2397

---

# C15H26CaN6O7

C15H26CaN6O7 as an isolated structure at a distorted geometry (ωB97M-V/def2-TZVPD, the Open Molecules 2025 dataset).

Summary:
energy above the lowest of the compared OMol25 structures with the same formula, charge and spin	49.2	kJ/mol
highest occupied orbital energy (spin up / spin down)	-6.810 / -6.811	eV
DFT total energy	-57682.4405	eV
net charge	0
2S+1	1
frontier orbital gap (spin up / spin down)	5.41 / 5.71	eV

Geometry (Å):
O1 -0.389744 -2.605020 -2.700080
H1 0.196894 -3.614161 -2.911877
Ca1 -1.033579 -0.832192 -0.413888
N1 -2.137799 0.363747 -2.161137
N2 0.309391 0.833602 -2.193380
N3 -0.472832 -2.272893 1.576991
N4 1.349641 -0.926298 0.397159
O2 -3.312446 -0.129793 -2.131322
O3 -1.466566 -2.814669 2.215125
O4 2.283554 -0.042579 -0.035262
O5 1.604993 0.885241 -2.292237
C1 -0.374860 1.422808 -3.218044
C2 -1.772574 1.194019 -3.175824
C3 0.744320 -2.381620 2.138737
C4 1.765231 -1.622065 1.469588
C5 -2.722714 1.773220 -4.153042
H2 -2.471460 1.460945 -5.176297
H3 -2.659371 2.869613 -4.116929
H4 -3.740889 1.453110 -3.916468
C6 0.266671 2.198803 -4.311874
H5 0.013145 1.778512 -5.294909
H6 1.352207 2.192994 -4.195319
H7 -0.088333 3.238031 -4.313115
C7 1.041279 -3.166278 3.366207
C8 3.155394 -1.581195 2.012879
H8 0.136266 -3.661939 3.717727
H9 1.429948 -2.520324 4.164214
H10 1.813580 -3.923113 3.177202
H11 3.792529 -0.992389 1.347060
H12 3.562016 -2.598862 2.104063
H13 3.168612 -1.131561 3.017848
H14 -2.503041 -2.237591 1.182241
H15 1.973006 0.273418 -0.975844
C9 0.553128 -3.906211 -4.035951
H16 -0.351661 -4.228860 -4.554914
H17 1.310533 -4.690863 -4.049529
H18 0.905217 -3.009822 -4.544911
O6 -2.750533 -1.658987 0.370619
H19 -1.317787 -2.727637 -2.957561
H20 -3.712035 -1.632810 0.253391
N5 0.701389 3.644370 5.273269
C10 0.755543 3.933036 3.935145
O7 1.233392 4.978244 3.511742
C11 0.142890 2.906565 3.033620
C12 -0.708971 1.880227 3.473241
C13 -1.183998 0.947625 2.542073
N6 -0.891510 1.020448 1.224845
C14 -0.077470 2.009874 0.808099
C15 0.443176 2.975345 1.667996
H21 1.190096 4.285985 5.877015
H22 0.556129 2.706266 5.610556
H23 -1.020230 1.779099 4.513495
H24 -1.821822 0.113574 2.856095
H25 0.158770 2.034651 -0.259026
H26 1.073283 3.756361 1.250497

Atoms 1-2, force components in eV/Å:
-1.20 2.01 2.02
-0.12 0.06 0.42

Results of the Löwdin charge analysis, in e, for atoms 1 through 6: O -0.1457; H -0.0057; Ca 1.3650; N -0.2003; N -0.0803; N -0.1624

---

# C15H26Cl2NO9

A 4-piece molecular cluster, C15H26Cl2NO9 overall (ωB97M-V/def2-TZVPD, the Open Molecules 2025 dataset).

Summary:
highest occupied orbital energy	-12.055	eV
DFT total energy	-60933.4916	eV
net charge	+1
2S+1	1
frontier orbital gap	8.26	eV

Geometry (Å):
C1 -1.988727 7.478285 -0.912502
C2 -3.097311 6.672110 -1.593223
Cl1 -2.632185 4.965875 -1.601995
C3 -4.404518 6.784663 -0.804419
N1 -4.952419 8.184773 -0.899264
Cl2 -5.707358 5.753097 -1.379193
H1 -1.720633 6.989890 0.024028
H2 -2.295480 8.501558 -0.675157
H3 -1.112197 7.537675 -1.551104
H4 -3.247732 6.972884 -2.630699
H5 -4.211082 6.547442 0.240763
H6 -4.237051 8.899008 -0.744596
H7 -5.362683 8.321155 -1.827691
H8 -5.708479 8.319173 -0.224606
C4 -3.013461 1.665784 -1.629814
C5 -3.147131 0.166994 -1.558808
C6 -2.241760 -0.498346 -0.548209
O1 -2.039916 -1.792491 -1.136576
C7 -2.188579 -1.668204 -2.478150
O2 -1.916007 -2.500660 -3.273712
O3 -2.701686 -0.444574 -2.779783
H9 -3.590977 2.071973 -2.460904
H10 -3.365367 2.117970 -0.701771
H11 -1.967098 1.937659 -1.780841
H12 -4.189769 -0.125970 -1.402505
H13 -2.686397 -0.597791 0.438293
H14 -1.279130 0.002754 -0.460895
C8 2.915366 -2.381787 1.814937
C9 1.864423 -1.435594 2.328298
C10 0.445309 -1.958906 2.287199
O4 -0.322718 -0.747643 2.133374
C11 0.474259 0.158954 1.522685
O5 0.088828 1.197235 1.076701
O6 1.743877 -0.269921 1.477202
H15 3.881838 -1.879629 1.761589
H16 3.009193 -3.240494 2.478548
H17 2.670368 -2.741196 0.816817
H18 2.111673 -1.075134 3.331037
H19 0.141738 -2.474678 3.193930
H20 0.263945 -2.595982 1.419247
C12 6.187101 -6.480269 1.925617
C13 4.928307 -6.618907 1.111245
C14 5.122595 -6.965883 -0.349670
O7 3.973395 -6.362346 -0.959726
C15 3.582830 -5.330417 -0.183006
O8 2.776721 -4.516012 -0.497884
O9 4.240898 -5.353614 1.000313
H21 5.958901 -6.108097 2.923433
H22 6.680430 -7.447100 2.021286
H23 6.875198 -5.776916 1.455516
H24 4.237969 -7.323165 1.583330
H25 5.133213 -8.033023 -0.552338
H26 6.019475 -6.502163 -0.766347

Atoms 1-2, force components in eV/Å:
-0.29 -0.04 0.05
0.16 0.11 0.18

Results of the natural (NBO) charge analysis, in e, for atoms 1 through 6: C -0.6257; C -0.2514; Cl 0.0396; C -0.0751; N -0.6885; Cl 0.0570

---

# C15H26FeN6O5PS

C15H26FeN6O5PS as an isolated structure (ωB97M-V/def2-TZVPD, the Open Molecules 2025 dataset).

Summary:
energy above the lowest of the compared OMol25 structures with the same formula, charge and spin	62.9	kJ/mol
expectation value of S²	8.767
highest occupied orbital energy (spin up / spin down)	-13.583 / -13.618	eV
DFT total energy	-89654.5050	eV
net charge	+2
2S+1	6
frontier orbital gap (spin up / spin down)	8.00 / 6.60	eV

Geometry (Å):
Fe1 -0.351791 -0.304335 0.026720
N1 -2.274428 -4.071555 -1.453616
C1 -1.435577 -3.113277 -1.039541
S1 -2.015674 -1.463656 -1.109272
N2 -0.254261 -3.445285 -0.617199
N3 0.463880 -2.348797 -0.230401
C2 1.699785 -2.567634 0.002609
C3 2.543651 -1.445581 0.403898
C4 3.877669 -1.608130 0.729871
C5 4.602641 -0.498501 1.135852
C6 3.962076 0.727034 1.212517
C7 2.625098 0.803188 0.862244
N4 1.928903 -0.259208 0.448823
H1 -3.184162 -3.848275 -1.812957
H2 -1.964829 -5.029848 -1.448437
H3 2.108062 -3.567785 -0.100232
H4 4.331690 -2.588389 0.672473
H5 5.648188 -0.592364 1.397629
H6 4.485308 1.615853 1.535483
H7 2.094246 1.743536 0.907858
C8 1.461166 3.666807 -1.614503
O1 0.850275 2.509075 -0.975560
P1 0.552297 1.179308 -1.759051
O2 1.982882 0.779159 -2.298315
C9 2.138441 -0.402569 -3.113168
O3 -0.236497 1.635160 -3.038672
C10 -1.238762 0.883254 -3.756056
H8 1.550452 4.424279 -0.844003
H9 0.820825 4.016810 -2.420049
H10 2.441837 3.396870 -1.999146
H11 3.148319 -0.767868 -2.956378
H12 2.000652 -0.141525 -4.159977
H13 1.422238 -1.177233 -2.828135
H14 -1.887349 1.608924 -4.235755
H15 -1.811256 0.256600 -3.082313
H16 -0.753886 0.274347 -4.515977
C11 -0.622882 -2.217255 5.080937
C12 -0.433821 -0.738293 4.716714
C13 -0.254955 -0.556825 3.272018
N5 -0.094246 -0.444195 2.144240
H17 -0.649386 -2.311148 6.163949
H18 0.198540 -2.823684 4.703585
H19 -1.557445 -2.601724 4.677292
H20 0.440517 -0.314966 5.212127
H21 -1.297906 -0.143446 5.014495
N6 -4.329435 3.004118 -0.379775
C14 -3.971862 1.982909 0.662503
C15 -2.651127 1.344547 0.234841
O4 -2.155856 0.503849 1.012834
O5 -2.196262 1.699111 -0.873644
H22 -4.310886 3.959212 -0.024720
H23 -5.240152 2.837391 -0.806086
H24 -3.574510 2.873400 -1.087057
H25 -4.745656 1.220385 0.708396
H26 -3.884800 2.448233 1.640100

Atoms 1-2, force components in eV/Å:
-0.02 -0.74 0.37
0.10 0.08 0.02

Results of the natural (NBO) charge analysis, in e, for atoms 1 through 6: Fe 1.4847; N -0.7571; C 0.3043; S -0.2277; N -0.3935; N -0.3388